[1]
This record from the Open Molecules 2025 dataset describes C29H41InN5O2S as an isolated structure. The level of theory is ωB97M-V/def2-TZVPD.

Output
* net charge: -1
* largest force on an atom: 0.0073 hartree/bohr
* multiplicity: 1
* orbital gap: 5.6 eV
* energy relative to the best compared isomer or geometry (same formula, charge and spin): 3.9 kcal/mol
* E_tot: -2142.29319 Eh

Structure (XYZ):
```
79
C29H41InN5O2S, DFT ωB97M-V/def2-TZVPD
In -0.249 0.135 0.991
C -0.927 4.379 2.577
C -0.194 3.232 1.921
O -0.780 2.118 1.946
C 1.067 3.468 1.358
C 1.954 2.479 0.891
C 3.351 2.920 0.539
N 1.653 1.198 0.784
N 2.726 0.372 0.454
C 2.432 -0.883 0.586
O 1.281 -1.363 0.933
C 3.512 -1.875 0.310
C 4.829 -1.474 0.103
C 5.809 -2.413 -0.177
C 5.482 -3.762 -0.258
C 4.172 -4.166 -0.043
C 3.191 -3.227 0.250
H -0.760 4.332 3.656
H -1.995 4.263 2.401
H -0.584 5.347 2.215
H 1.444 4.481 1.387
H 3.453 3.994 0.684
H 3.577 2.663 -0.497
H 4.081 2.393 1.151
H 5.063 -0.419 0.158
H 6.832 -2.093 -0.338
H 6.248 -4.495 -0.483
H 3.910 -5.215 -0.099
H 2.161 -3.521 0.418
C -0.176 1.597 -2.635
C 0.616 0.502 -3.329
N -0.098 -0.777 -3.283
C 0.350 -1.859 -2.579
S -0.680 -2.845 -1.732
N 1.699 -2.074 -2.590
C 2.552 -1.890 -3.759
C 3.909 -1.322 -3.378
H 0.384 2.533 -2.622
H -0.403 1.317 -1.607
H -1.130 1.774 -3.134
H 1.579 0.375 -2.838
H 0.812 0.783 -4.370
H -1.103 -0.690 -3.207
H 1.944 -2.861 -2.009
H 2.038 -1.246 -4.468
H 2.685 -2.855 -4.261
H 3.806 -0.351 -2.893
H 4.540 -1.212 -4.263
H 4.417 -1.985 -2.677
C -1.540 -0.735 4.024
C -2.593 -1.485 3.202
C -1.986 -2.654 2.409
C -3.529 -0.570 2.424
C -4.762 -0.318 3.010
C -5.740 0.450 2.395
C -5.456 0.963 1.138
C -4.241 0.751 0.507
C -4.036 1.402 -0.851
C -3.709 0.405 -1.968
C -3.015 2.541 -0.777
C -3.206 -0.023 1.137
N -2.066 -0.305 0.462
H -0.946 -1.432 4.623
H -2.017 -0.015 4.692
H -0.838 -0.156 3.416
H -3.238 -1.953 3.954
H -1.015 -2.428 1.969
H -2.639 -2.947 1.588
H -1.849 -3.513 3.075
H -4.968 -0.757 3.983
H -6.697 0.624 2.872
H -6.206 1.561 0.624
H -4.996 1.864 -1.112
H -2.787 -0.125 -1.730
H -3.615 0.924 -2.930
H -4.504 -0.338 -2.061
H -2.050 2.169 -0.440
H -3.345 3.298 -0.062
H -2.894 3.022 -1.753
```

Atomic partial charges in e from the Löwdin method, atoms 1 to 6:
1. In 0.90
2. C -0.02
3. C -0.47
4. O -0.09
5. C -0.04
6. C -0.32

---

[2]
This record from the Open Molecules 2025 dataset describes C29H41N9O4Sc as an isolated structure. The level of theory is ωB97M-V/def2-TZVPD.

Output
* net charge: +1
* largest force on an atom: 0.0046 hartree/bohr
* multiplicity: 1
* orbital gap: 8.0 eV
* energy relative to the best compared isomer or geometry (same formula, charge and spin): 12.9 kcal/mol
* E_tot: -2684.24280 Eh

Structure (XYZ):
```
84
C29H41N9O4Sc, DFT ωB97M-V/def2-TZVPD
Sc -0.002 0.062 -0.559
C -0.823 -3.830 0.021
C 0.619 -3.360 0.099
N 0.951 -2.216 -0.774
C 1.292 -2.593 -2.163
C 0.688 -1.644 -3.185
N 0.829 -0.239 -2.770
C 0.540 0.711 -3.881
C -0.745 0.467 -4.662
C -2.012 0.780 -3.885
N -2.139 -0.042 -2.684
C -3.086 -1.137 -2.700
C -2.597 -2.223 -1.761
N -2.038 -1.690 -0.497
C -1.867 -2.809 0.456
H -0.913 -4.690 0.690
H -1.050 -4.220 -0.975
H 1.285 -4.200 -0.127
H 0.834 -3.045 1.120
H 1.798 -1.824 -0.372
H 0.921 -3.599 -2.371
H 2.379 -2.632 -2.272
H -0.376 -1.838 -3.294
H 1.158 -1.819 -4.160
H 1.807 -0.081 -2.535
H 1.376 0.670 -4.587
H 0.523 1.716 -3.453
H -0.773 -0.554 -5.050
H -0.707 1.118 -5.539
H -2.885 0.677 -4.539
H -1.971 1.829 -3.573
H -2.337 0.575 -1.912
H -3.163 -1.554 -3.708
H -4.098 -0.814 -2.418
H -1.808 -2.784 -2.260
H -3.408 -2.932 -1.554
H -2.726 -1.063 -0.082
H -2.826 -3.327 0.582
H -1.590 -2.399 1.424
O 4.258 -1.248 -0.816
C 4.733 -0.694 0.329
C 5.970 -1.142 0.787
C 6.512 -0.616 1.942
C 5.833 0.369 2.657
C 4.608 0.810 2.205
C 4.030 0.288 1.043
C 2.688 0.749 0.620
O 2.154 0.224 -0.461
N 2.060 1.623 1.341
N 0.794 1.835 0.807
C 0.244 2.926 1.191
C -1.081 3.346 0.780
C -1.669 4.454 1.395
C -2.936 4.881 1.046
C -3.627 4.192 0.047
C -3.056 3.100 -0.584
C -1.774 2.655 -0.232
O -1.234 1.629 -0.854
H 3.430 -0.767 -1.009
H 6.485 -1.898 0.210
H 7.476 -0.968 2.285
H 6.267 0.789 3.554
H 4.068 1.583 2.736
H 0.801 3.566 1.875
H -1.109 4.981 2.159
H -3.377 5.745 1.524
H -4.614 4.520 -0.252
H -3.590 2.585 -1.376
C 1.296 -0.615 3.863
N -0.042 -0.075 3.606
C -0.749 0.577 4.566
C -1.948 1.141 4.299
C -2.428 1.031 2.961
N -1.750 0.364 2.033
C -0.555 -0.159 2.335
O 0.129 -0.747 1.458
N -3.593 1.581 2.601
H 1.531 -0.463 4.913
H 2.022 -0.097 3.239
H 1.317 -1.678 3.634
H -0.290 0.616 5.544
H -2.504 1.658 5.065
H -4.059 2.213 3.228
H -3.782 1.689 1.615
```

Atomic partial charges in e from the Löwdin method, atoms 1 to 6:
1. Sc 1.14
2. C -0.16
3. C -0.19
4. N -0.09
5. C -0.15
6. C -0.19

---

[3]
This record from the Open Molecules 2025 dataset describes C29H41O3PPdSbSi3 as an isolated structure. The level of theory is ωB97M-V/def2-TZVPD.

Output
* net charge: +1
* largest force on an atom: 0.0052 hartree/bohr
* multiplicity: 1
* orbital gap (alpha / beta): 5.8 / 5.8 eV
* energy relative to the best compared isomer or geometry (same formula, charge and spin): 0.0 kcal/mol
* E_tot: -2933.22348 Eh

Structure (XYZ):
```
79
C29H41O3PPdSbSi3, DFT ωB97M-V/def2-TZVPD
Pd -0.654 0.422 -1.060
O -1.737 4.041 1.344
C -1.800 2.836 1.475
O -0.814 2.002 1.259
C -3.042 2.103 1.853
C -4.213 2.738 2.233
C -5.317 1.966 2.559
C -5.243 0.579 2.491
C -4.072 -0.054 2.097
C -2.956 0.717 1.781
P -1.336 0.063 1.263
C -1.861 -1.724 1.081
C -2.437 -2.117 -0.126
C -2.895 -3.410 -0.326
C -2.782 -4.344 0.695
C -2.229 -3.967 1.910
C -1.780 -2.667 2.105
C -0.195 -0.104 2.672
C 0.863 -1.003 2.626
C 1.716 -1.150 3.708
C 1.516 -0.390 4.852
C 0.463 0.511 4.906
C -0.387 0.657 3.820
H -4.237 3.819 2.268
H -6.240 2.441 2.863
H -6.109 -0.018 2.745
H -4.040 -1.133 2.042
H -2.551 -1.399 -0.935
H -3.342 -3.687 -1.272
H -3.133 -5.357 0.547
H -2.154 -4.685 2.717
H -1.372 -2.393 3.069
H 1.006 -1.634 1.749
H 2.529 -1.864 3.666
H 2.180 -0.503 5.699
H 0.302 1.107 5.795
H -1.202 1.368 3.871
C 4.178 -2.454 -2.038
Si 3.800 -1.216 -0.694
C 4.972 0.228 -0.782
C 3.846 -1.985 1.006
Sb 1.185 -1.160 -0.982
Si 1.266 2.114 -1.005
C 2.518 2.042 -2.390
C 0.151 3.554 -1.369
C 2.104 2.168 0.651
Si -0.261 0.008 -3.499
C -1.662 -1.206 -3.759
C 1.305 -0.774 -4.204
C -0.603 1.588 -4.438
H 5.213 -2.788 -1.910
H 4.095 -2.021 -3.036
H 3.538 -3.336 -1.987
H 5.922 -0.154 -0.394
H 4.686 1.076 -0.163
H 5.157 0.577 -1.797
H 4.851 -2.383 1.176
H 3.140 -2.810 1.122
H 3.649 -1.239 1.778
H 2.069 2.041 -3.382
H 3.202 1.202 -2.317
H 3.110 2.961 -2.308
H -0.333 3.456 -2.342
H 0.824 4.420 -1.432
H -0.579 3.770 -0.592
H 2.676 1.266 0.865
H 1.378 2.325 1.445
H 2.795 3.018 0.634
H -1.500 -2.135 -3.209
H -1.715 -1.449 -4.825
H -2.632 -0.799 -3.466
H 1.414 -1.821 -3.906
H 2.224 -0.238 -3.960
H 1.217 -0.770 -5.295
H -1.552 2.045 -4.154
H -0.670 1.316 -5.496
H 0.177 2.343 -4.345
O -3.262 2.018 -1.745
C -2.337 1.431 -1.497
```

Atomic partial charges in e from the Löwdin method, atoms 1 to 6:
1. Pd 0.19
2. O 0.09
3. C -0.59
4. O -0.26
5. C -0.16
6. C 0.01

---

[4]
This record from the Open Molecules 2025 dataset describes C29H42AsBMnN6O8S4 as an isolated structure. The level of theory is ωB97M-V/def2-TZVPD.

Output
* net charge: -1
* largest force on an atom: 0.0153 hartree/bohr
* multiplicity: 5
* orbital gap (alpha / beta): 5.4 / 6.5 eV
* energy relative to the best compared isomer or geometry (same formula, charge and spin): 0.0 kcal/mol
* E_tot: -7065.42580 Eh

Structure (XYZ):
```
92
C29H42AsBMnN6O8S4, DFT ωB97M-V/def2-TZVPD
Mn -1.081 -0.552 0.136
C -2.784 3.777 3.115
C -1.693 4.334 2.196
C -1.323 5.767 2.597
C -2.233 4.376 0.772
N -0.479 3.489 2.377
C 0.089 3.409 3.642
C 1.186 2.649 3.542
N 1.316 2.249 2.225
B 2.508 1.289 1.938
N 2.219 -0.018 2.745
C 3.234 -0.617 3.438
C 2.735 -1.700 4.058
N 1.388 -1.765 3.745
C 1.093 -0.717 2.931
S -0.510 -0.278 2.415
C 0.577 -2.906 4.276
C 1.086 -4.169 3.576
C -0.926 -2.777 4.056
C 0.802 -2.981 5.792
N 2.846 1.032 0.459
C 3.082 2.133 -0.340
C 3.458 1.707 -1.549
N 3.458 0.316 -1.517
C 3.187 -0.100 -0.240
S 3.447 -1.651 0.397
C 3.816 -0.444 -2.746
C 5.334 -0.357 -2.918
C 3.380 -1.905 -2.720
C 3.095 0.224 -3.925
C 0.284 2.751 1.504
S -0.016 2.385 -0.115
H -3.717 4.312 2.933
H -2.527 3.885 4.171
H -2.953 2.724 2.895
H -2.204 6.406 2.512
H -0.549 6.154 1.932
H -0.958 5.827 3.623
H -3.062 5.088 0.769
H -2.612 3.410 0.457
H -1.479 4.700 0.059
H -0.342 3.878 4.505
H 1.894 2.354 4.296
H 3.483 1.800 2.452
H 4.238 -0.242 3.391
H 3.231 -2.439 4.654
H 1.099 -4.015 2.496
H 0.430 -5.010 3.803
H 2.097 -4.425 3.893
H -1.196 -2.809 3.004
H -1.322 -1.852 4.473
H -1.395 -3.621 4.564
H 1.840 -3.171 6.057
H 0.201 -3.795 6.198
H 0.489 -2.049 6.265
H 2.937 3.135 0.022
H 3.672 2.271 -2.435
H 5.825 -0.831 -2.066
H 5.666 0.681 -2.982
H 5.635 -0.877 -3.830
H 3.917 -2.480 -1.976
H 3.579 -2.322 -3.711
H 2.315 -2.007 -2.510
H 3.523 1.193 -4.184
H 2.039 0.357 -3.689
H 3.174 -0.420 -4.800
O -4.894 -1.017 0.270
As -4.113 0.545 -0.020
O -5.095 1.632 0.706
O -2.562 0.485 0.657
C -4.198 0.763 -1.942
C -5.184 1.636 -2.378
C -5.388 1.818 -3.740
C -4.612 1.133 -4.662
C -3.617 0.267 -4.233
C -3.416 0.087 -2.876
S -2.058 -0.908 -2.328
O -2.549 -1.594 -1.111
O -1.656 -1.756 -3.409
O -1.056 0.087 -1.881
H -5.599 -0.777 0.887
H -5.770 2.164 -1.636
H -6.162 2.495 -4.079
H -4.775 1.280 -5.723
H -2.992 -0.276 -4.929
C -0.979 -3.960 0.421
C 0.033 -3.218 -0.431
O 0.743 -3.792 -1.222
O 0.096 -1.917 -0.225
H -0.900 -5.028 0.234
H -1.982 -3.613 0.174
H -0.793 -3.752 1.476
```

Atomic partial charges in e from the Löwdin method, atoms 1 to 6:
1. Mn 0.73
2. C -0.03
3. C -0.54
4. C -0.04
5. C -0.09
6. N 0.01